1.
DFT (ωB97M-V/def2-TZVPD) results for one molecule with the formula C3H6N4O in a non-equilibrium geometry.

Summary:
2S+1	1
HOMO level	-0.3364	Ha
structure (SMILES)	[H]/N=C\NC(=O)N/C=N/[H]
LUMO energy	0.0052	Eh
energy above the lowest of the compared OMol25 structures with the same formula, charge and spin	278.2	kJ/mol

Structure (XYZ):
```
14
Properties=species:S:1:pos:R:3:forces:R:3:mulliken_charge:R:1
O -0.396556 -2.037874 -0.790703 1.6 4.8 1.3 -0.60
H -1.130491 0.011624 3.093424 -0.4 -1.5 1.7 0.42
N 1.236998 1.644287 -2.296025 -1.1 -3.2 1.6 -0.61
N -0.631273 1.232494 1.644996 1.0 -1.0 -0.9 -0.48
N 0.616638 0.307488 -0.333734 -2.4 -4.0 -0.2 -0.33
N -0.617262 -0.983131 1.181952 -1.4 -1.0 2.4 -0.21
C -0.750192 0.069725 2.127864 -0.3 -1.1 -4.9 -0.13
H -0.778292 1.780827 2.399565 -0.3 3.5 2.4 0.20
H 1.166816 2.442755 -1.694416 0.5 0.6 0.8 0.19
H 0.211285 0.978443 0.522632 0.8 -0.1 -2.2 0.50
C -0.134498 -0.964103 -0.151313 0.1 -1.4 0.1 0.44
H 0.644760 -0.268345 -2.581469 0.9 1.0 3.4 0.26
H -1.277289 -1.776091 1.317810 1.2 0.7 0.0 0.27
C 0.901347 0.515348 -1.661924 0.0 2.6 -5.4 0.08
```
Forces are in eV/Å.

***

2.
DFT (ωB97M-V/def2-TZVPD) results for a 2-piece molecular cluster, C3H8O overall in a non-equilibrium geometry.

Summary:
2S+1	1
HOMO level	-0.3524	Ha
structure (SMILES)	C=CC.O
LUMO energy	0.0379	Eh
energy above the lowest of the compared OMol25 structures with the same formula, charge and spin	93.4	kJ/mol

Structure (XYZ):
```
12
Properties=species:S:1:pos:R:3:forces:R:3:mulliken_charge:R:1
H 0.021493 1.864286 1.734126 -0.2 -0.3 -0.1 0.25
C 1.289928 0.958582 0.292895 0.6 0.4 0.5 0.12
H -4.588525 -3.303194 -0.871676 -0.9 -0.3 0.4 0.32
H 2.165559 1.255894 -1.639017 0.1 0.5 0.0 0.25
C 2.493530 1.150441 -0.600527 -0.7 -1.6 -0.4 -0.95
H -3.574621 -3.420473 0.391169 -0.8 0.0 -0.8 0.33
C 0.801252 1.963528 0.991360 -0.3 0.6 0.6 -0.80
H 1.193277 2.970844 0.920545 0.2 0.0 -0.2 0.23
H 3.137551 1.950251 -0.263593 0.0 0.2 -0.1 0.32
H 3.049372 0.206839 -0.640871 0.2 0.2 0.2 0.28
O -3.704489 -3.216434 -0.551539 1.7 0.2 0.3 -0.64
H 0.891722 -0.025708 0.511220 0.1 -0.1 -0.5 0.30
```
Forces are in eV/Å.